No. 1
The following is a DFT calculation (ωB97M-V/def2-TZVPD) of a 2-piece molecular cluster, C25H35N4 overall at a distorted geometry.

Last column: natural (NBO) charge in e.
Positions of all 64 atoms, in Å:
C1 2.773 -0.771 2.019  -0.5898
C2 3.432 0.212 1.062  -0.1414
C3 4.735 0.693 1.696  -0.6193
C4 3.699 -0.414 -0.303  -0.5920
C5 2.476 1.363 0.811  0.4906
N1 2.862 2.628 1.065  -0.5250
C6 1.845 3.530 0.767  0.1809
C7 0.748 2.803 0.283  -0.0822
C8 -0.414 3.524 -0.043  -0.1759
C9 -0.440 4.909 0.150  -0.2106
C10 0.688 5.595 0.633  -0.1939
C11 1.872 4.908 0.946  -0.2373
C12 1.113 1.370 0.349  -0.2866
C13 0.211 0.307 0.164  0.1096
C14 -1.209 0.591 0.350  -0.1686
C15 -1.594 1.212 1.570  -0.1691
C16 -2.924 1.446 1.865  -0.2103
C17 -3.913 1.050 0.957  -0.0085
C18 -5.349 1.341 1.281  -0.6365
C19 -3.565 0.423 -0.250  -0.1774
C20 -2.228 0.224 -0.564  -0.2001
H1 1.832 -1.164 1.626  0.2120
H2 3.453 -1.613 2.211  0.2252
H3 2.566 -0.264 2.970  0.2190
H4 5.307 1.354 1.032  0.2148
H5 4.561 1.188 2.663  0.2169
H6 5.359 -0.188 1.897  0.2388
H7 4.128 0.343 -0.974  0.2172
H8 4.400 -1.254 -0.224  0.2252
H9 2.762 -0.778 -0.740  0.2157
H10 3.769 2.928 1.417  0.4371
H11 -1.296 3.017 -0.430  0.2308
H12 -1.343 5.470 -0.084  0.2290
H13 0.652 6.682 0.756  0.2299
H14 2.784 5.386 1.290  0.2239
H15 0.488 -0.795 0.318  0.3019
H16 -0.807 1.501 2.284  0.2237
H17 -3.191 1.959 2.799  0.2287
H18 -6.016 0.745 0.643  0.2205
H19 -5.565 1.105 2.335  0.2266
H20 -5.598 2.407 1.140  0.2326
H21 -4.343 0.116 -0.960  0.2165
H22 -1.928 -0.174 -1.546  0.2264
C21 -2.674 -3.307 -1.103  -0.4160
N2 -1.377 -2.824 -0.634  -0.4670
C22 -1.274 -2.725 0.830  -0.4081
C23 -0.396 -2.396 -1.507  0.6685
N3 0.355 -1.324 -1.279  -0.8196
N4 -0.234 -3.086 -2.680  -0.4271
C24 -0.803 -4.402 -2.926  -0.4143
C25 0.876 -2.766 -3.547  -0.4159
H23 -3.026 -2.792 -2.026  0.2142
H24 -2.693 -4.409 -1.257  0.2015
H25 -3.438 -3.108 -0.328  0.2226
H26 -0.266 -3.027 1.178  0.2093
H27 -1.538 -1.722 1.222  0.2119
H28 -1.997 -3.450 1.237  0.2212
H29 1.038 -1.221 -2.020  0.3715
H30 -0.834 -5.047 -2.032  0.2132
H31 -1.817 -4.351 -3.368  0.2098
H32 -0.163 -4.912 -3.660  0.2179
H33 0.892 -1.685 -3.781  0.2076
H34 1.837 -3.036 -3.064  0.2008
H35 0.739 -3.327 -4.487  0.2294

Computed properties:
HOMO-LUMO gap	7.69	eV
charge	+1
spin multiplicity	1
energy relative to the best compared isomer or geometry (same formula, charge and spin)	143.81	kJ/mol

No. 2
The following is a DFT calculation (ωB97M-V/def2-TZVPD) of C25H36AsN5ORuS as an isolated structure.

Last column: Löwdin spin population.
Positions of all 70 atoms, in Å:
Ru1 -0.055 0.323 -0.316  3.3346
C1 -0.753 -2.454 1.187  0.0062
N1 0.476 -1.814 0.740  0.0706
C2 1.339 -1.555 1.911  0.0041
C3 0.927 -0.304 2.644  0.0090
C4 1.005 -0.195 4.020  0.0025
C5 0.709 1.025 4.614  0.0020
C6 0.342 2.094 3.814  0.0025
C7 0.276 1.902 2.447  0.0120
N2 0.559 0.726 1.869  0.0819
C8 1.186 -2.596 -0.292  0.0039
C9 0.576 -2.436 -1.659  0.0120
C10 0.518 -3.472 -2.569  0.0021
C11 0.040 -3.218 -3.848  0.0058
C12 -0.365 -1.935 -4.176  0.0022
C13 -0.284 -0.952 -3.209  0.0166
N3 0.176 -1.195 -1.972  0.0870
C14 -2.748 -1.370 0.501  0.1148
C15 -4.161 -1.662 0.165  0.0632
C16 -4.975 -0.538 -0.304  0.0236
C17 -4.489 0.708 -0.267  0.0345
C18 -3.102 0.900 0.093  0.0354
N4 -2.267 -0.040 0.414  0.0734
H1 -1.045 -2.000 2.136  0.0002
H2 -0.607 -3.531 1.322  0.0017
H3 2.356 -1.421 1.542  -0.0003
H4 1.368 -2.409 2.596  0.0017
H5 1.315 -1.043 4.616  0.0005
H6 0.776 1.139 5.689  0.0001
H7 0.119 3.064 4.237  0.0004
H8 0.014 2.711 1.776  0.0018
H9 1.260 -3.653 -0.018  0.0015
H10 2.202 -2.203 -0.339  -0.0004
H11 0.857 -4.461 -2.288  0.0004
H12 -0.007 -4.013 -4.580  0.0003
H13 -0.733 -1.694 -5.163  0.0003
H14 -0.573 0.070 -3.420  0.0022
H15 -4.391 -2.631 -0.254  0.0032
H16 -5.957 -0.748 -0.711  0.0006
H17 -5.064 1.560 -0.602  0.0013
H18 -2.687 1.899 0.009  0.0019
C19 -3.734 -4.232 1.458  0.0415
N5 -3.727 -2.990 2.237  0.4248
C20 -3.919 -3.179 3.680  0.0379
C21 -3.799 -1.714 1.701  0.1101
C22 -4.192 -0.623 2.658  0.0064
O1 -1.814 -2.327 0.236  0.0274
H19 -4.774 -4.565 1.366  0.0235
H20 -3.185 -4.989 2.012  0.0060
H21 -3.293 -4.103 0.479  0.0032
H22 -3.679 -4.206 3.933  0.0010
H23 -4.962 -2.981 3.937  0.0199
H24 -3.286 -2.499 4.244  0.0106
H25 -5.148 -0.854 3.127  0.0016
H26 -4.314 0.328 2.155  0.0005
H27 -3.437 -0.486 3.432  0.0017
C23 4.251 2.177 -1.005  0.0053
As1 2.821 3.104 -1.852  0.0454
C24 3.064 3.038 -3.739  0.0098
C25 2.841 4.924 -1.297  0.0078
S1 0.911 2.261 -1.370  0.1942
H28 5.189 2.665 -1.266  0.0009
H29 4.254 1.149 -1.357  -0.0002
H30 4.098 2.214 0.071  0.0000
H31 3.983 3.570 -3.983  0.0014
H32 2.213 3.520 -4.214  0.0004
H33 3.136 2.000 -4.052  0.0001
H34 3.767 5.377 -1.648  0.0011
H35 2.788 4.967 -0.212  0.0002
H36 1.984 5.428 -1.737  0.0004

Computed properties:
HOMO-LUMO gap (alpha / beta)	7.20 / 5.85	eV
charge	+3
expectation value of S²	8.770
spin multiplicity	6

No. 3
The following is a DFT calculation (ωB97M-V/def2-TZVPD) of C25H36Br2GeN5O2OsSe as an isolated structure.

Last column: Löwdin spin population.
Positions of all 73 atoms, in Å:
Os1 -1.398 0.974 5.766  2.3157
Br1 1.091 -3.960 9.761  0.0020
C1 0.372 -2.652 8.648  0.0042
C2 -0.741 -2.928 7.863  0.0023
C3 -1.238 -1.921 7.063  0.0126
N1 -0.688 -0.703 7.011  0.0696
C4 0.387 -0.431 7.773  0.0091
C5 0.943 -1.386 8.603  0.0021
C6 0.909 0.954 7.661  0.0120
C7 1.979 1.410 8.405  -0.0021
C8 2.395 2.729 8.265  0.0143
Br2 3.831 3.365 9.261  0.0072
C9 1.721 3.563 7.383  -0.0027
C10 0.657 3.044 6.682  0.0169
N2 0.254 1.768 6.799  0.0082
H1 -1.213 -3.899 7.880  0.0004
H2 -2.109 -2.083 6.442  0.0012
H3 1.803 -1.170 9.218  0.0003
H4 2.491 0.764 9.100  -0.0003
H5 2.005 4.598 7.257  -0.0004
H6 0.092 3.665 6.001  0.0024
C11 -2.772 3.638 4.844  0.0452
C12 -2.426 2.699 5.967  0.0968
O1 -2.788 2.838 7.110  0.1487
H7 -3.125 4.588 5.243  0.0061
H8 -3.571 3.179 4.255  -0.0003
H9 -1.925 3.791 4.175  0.0030
C13 -6.714 -1.890 3.646  0.0012
C14 -5.477 -1.210 4.138  0.0064
C15 -5.484 -0.393 5.265  0.0002
C16 -4.326 0.229 5.679  0.0153
N3 -3.154 0.066 5.035  0.0242
C17 -3.129 -0.731 3.948  0.0110
C18 -4.256 -1.365 3.479  0.0001
H10 -7.571 -1.677 4.280  0.0000
H11 -6.565 -2.970 3.611  0.0004
H12 -6.944 -1.564 2.630  0.0003
H13 -6.394 -0.229 5.825  -0.0001
H14 -4.318 0.876 6.547  0.0033
H15 -2.172 -0.836 3.456  0.0010
H16 -4.181 -1.984 2.595  -0.0001
C19 3.915 0.622 -13.817  0.0083
Ge1 2.530 -0.479 -14.621  0.0625
C20 1.084 0.538 -15.411  0.0207
C21 3.224 -1.911 -15.729  0.0167
C22 1.527 -1.510 -13.071  0.1719
Se1 2.504 -1.544 -11.491  0.6131
C23 3.723 -2.982 -11.891  0.0541
H17 4.401 1.191 -14.610  -0.0002
H18 4.683 0.027 -13.322  0.0027
H19 3.497 1.331 -13.104  0.0010
H20 1.470 1.087 -16.271  0.0045
H21 0.680 1.257 -14.700  0.0001
H22 0.285 -0.117 -15.754  0.0000
H23 3.731 -1.475 -16.591  0.0038
H24 2.418 -2.546 -16.094  0.0001
H25 3.948 -2.528 -15.196  0.0001
H26 1.369 -2.512 -13.467  0.0137
H27 0.596 -0.974 -12.903  0.0061
H28 4.335 -2.684 -12.741  0.0125
H29 3.149 -3.875 -12.130  0.0089
H30 4.345 -3.142 -11.015  -0.0007
C24 1.330 2.390 2.881  0.0009
N4 1.881 1.178 3.473  0.0097
C25 1.136 0.192 3.977  0.0215
N5 1.762 -0.898 4.475  0.0066
O2 -0.124 0.268 4.028  0.1206
H31 1.705 3.270 3.402  0.0002
H32 0.248 2.352 2.955  0.0007
H33 1.606 2.455 1.830  0.0003
H34 2.877 1.041 3.412  0.0006
H35 2.732 -1.079 4.274  0.0005
H36 1.183 -1.702 4.654  0.0003

Computed properties:
HOMO-LUMO gap (alpha / beta)	7.58 / 6.67	eV
charge	+3
expectation value of S²	6.016
spin multiplicity	5
energy relative to the best compared isomer or geometry (same formula, charge and spin)	0.00	kJ/mol

No. 4
The following is a DFT calculation (ωB97M-V/def2-TZVPD) of C25H36CdN7O as an isolated structure.

Last column: natural (NBO) charge in e.
Positions of all 70 atoms, in Å:
Cd1 0.346 -0.069 0.407  1.7071
C1 -1.239 -1.274 3.360  -0.4101
C2 -1.534 0.227 3.298  -0.2086
N1 -0.851 0.901 2.202  -0.7539
C3 -1.510 2.037 1.580  -0.2335
C4 -2.473 1.595 0.478  -0.2357
N2 -1.812 0.857 -0.607  -0.3390
C5 -2.675 -0.169 -1.227  -0.2281
C6 -2.774 -1.458 -0.397  -0.4084
C7 -1.796 -2.563 -0.798  -0.2208
N3 -0.408 -2.146 -0.674  -0.7144
C8 0.548 -3.109 -0.120  -0.2456
C9 0.440 -3.177 1.401  -0.2306
N4 0.757 -1.886 1.986  -0.7381
C10 0.249 -1.666 3.337  -0.2284
H1 -1.745 -1.784 2.535  0.1915
H2 -1.699 -1.652 4.279  0.2019
H3 -1.252 0.684 4.257  0.1781
H4 -2.615 0.375 3.192  0.1798
H5 0.122 1.120 2.462  0.4600
H6 -0.731 2.668 1.143  0.2261
H7 -2.064 2.660 2.296  0.1765
H8 -3.013 2.468 0.096  0.1965
H9 -3.218 0.920 0.907  0.1930
H10 -0.108 1.522 -1.523  0.4235
H11 -2.269 -0.377 -2.218  0.2184
H12 -3.686 0.230 -1.377  0.1750
H13 -3.788 -1.858 -0.494  0.2028
H14 -2.635 -1.213 0.659  0.2072
H15 -2.020 -2.876 -1.827  0.1775
H16 -1.965 -3.440 -0.168  0.1919
H17 -0.033 -1.791 -1.547  0.4106
H18 1.549 -2.753 -0.388  0.2534
H19 0.418 -4.112 -0.549  0.1699
H20 1.093 -3.977 1.775  0.1890
H21 -0.583 -3.451 1.684  0.1713
H22 1.772 -1.709 1.987  0.4477
H23 0.866 -0.881 3.778  0.2335
H24 0.394 -2.568 3.950  0.1712
O1 1.783 0.875 1.724  -1.0299
C11 2.907 0.107 1.659  0.2400
C12 3.514 -0.278 2.833  -0.3470
C13 4.732 -1.007 2.898  -0.4467
C14 5.382 -1.221 1.688  -0.2232
C15 4.824 -0.864 0.477  -0.3815
C16 3.451 -0.377 0.364  -0.2179
C17 2.882 -0.299 -0.890  0.1574
N5 1.555 0.033 -1.323  -0.9168
C18 1.580 -0.014 -2.691  -0.1150
C19 2.801 -0.327 -3.173  -0.1853
N6 3.687 -0.536 -2.075  -0.6405
H25 3.052 0.097 3.746  0.1777
H26 5.198 -1.232 3.850  0.1767
H27 6.373 -1.672 1.678  0.1757
H28 5.354 -1.116 -0.432  0.1842
H29 0.674 0.122 -3.273  0.1754
H30 3.103 -0.494 -4.194  0.1825
H31 4.524 0.053 -2.087  0.3359
N7 -1.119 1.654 -1.524  -0.5088
C20 -1.665 2.566 -2.401  0.2531
C21 -0.771 3.312 -3.184  -0.2713
C22 -1.240 4.234 -4.101  -0.1862
C23 -2.604 4.446 -4.267  -0.2833
C24 -3.488 3.709 -3.499  -0.1749
C25 -3.034 2.771 -2.575  -0.3357
H32 0.293 3.145 -3.062  0.2280
H33 -0.527 4.793 -4.695  0.2094
H34 -2.967 5.169 -4.985  0.2047
H35 -4.556 3.850 -3.618  0.2011
H36 -3.753 2.198 -2.008  0.2041

Computed properties:
HOMO-LUMO gap	2.22	eV
charge	-1
spin multiplicity	1
energy relative to the best compared isomer or geometry (same formula, charge and spin)	306.11	kJ/mol

No. 5
The following is a DFT calculation (ωB97M-V/def2-TZVPD) of C25H36CdNP2S3 as an isolated structure.

Last column: natural (NBO) charge in e.
Positions of all 68 atoms, in Å:
Cd1 -0.614 0.417 1.047  1.4075
C1 -0.705 -2.889 3.336  -0.6121
C2 -0.128 -3.070 1.931  -0.5248
C3 0.148 -4.533 1.598  -0.6148
P1 -1.109 -2.095 0.702  0.7927
C4 -2.853 -2.696 0.590  -0.5274
C5 -3.739 -1.880 1.537  -0.6077
C6 -3.092 -4.194 0.765  -0.6106
C7 -0.352 -2.492 -0.899  -0.4335
C8 -0.907 -3.313 -1.878  -0.1847
C9 -0.253 -3.524 -3.081  -0.2633
C10 0.970 -2.901 -3.309  -0.1988
C11 1.523 -2.065 -2.357  -0.2684
C12 0.874 -1.835 -1.135  0.2922
N1 1.332 -0.937 -0.190  -0.7502
C13 2.459 -1.170 0.501  0.1900
C14 3.268 -2.335 0.382  -0.2808
C15 4.390 -2.516 1.161  -0.1910
C16 4.783 -1.571 2.108  -0.3258
C17 4.001 -0.437 2.260  -0.1658
C18 2.861 -0.221 1.494  -0.4694
P2 1.765 1.196 1.683  0.8082
C19 2.048 1.831 3.390  -0.5220
C20 1.339 3.169 3.603  -0.6197
C21 1.504 0.786 4.370  -0.6185
C22 2.433 2.414 0.467  -0.5150
C23 3.799 2.967 0.862  -0.6142
C24 1.431 3.512 0.115  -0.6165
H1 -0.010 -3.286 4.079  0.2087
H2 -0.884 -1.835 3.563  0.2279
H3 -1.653 -3.420 3.451  0.1973
H4 0.830 -2.542 1.896  0.2512
H5 -0.735 -5.157 1.743  0.1989
H6 0.487 -4.650 0.568  0.2217
H7 0.934 -4.913 2.255  0.2087
H8 -3.124 -2.410 -0.432  0.2342
H9 -3.476 -2.055 2.582  0.2031
H10 -3.645 -0.809 1.353  0.2524
H11 -4.786 -2.166 1.403  0.2025
H12 -2.930 -4.494 1.802  0.2013
H13 -4.130 -4.430 0.518  0.2083
H14 -2.442 -4.805 0.137  0.2077
H15 -1.864 -3.792 -1.707  0.2029
H16 -0.695 -4.163 -3.835  0.2035
H17 1.488 -3.058 -4.248  0.2023
H18 2.462 -1.558 -2.545  0.2121
H19 2.985 -3.093 -0.338  0.2040
H20 4.975 -3.421 1.033  0.1976
H21 5.666 -1.722 2.715  0.2007
H22 4.284 0.298 3.005  0.1967
H23 3.121 1.967 3.559  0.2075
H24 0.286 3.103 3.316  0.2461
H25 1.379 3.438 4.662  0.2058
H26 1.806 3.975 3.038  0.2004
H27 0.423 0.686 4.246  0.2272
H28 1.962 -0.193 4.222  0.2176
H29 1.696 1.105 5.397  0.2057
H30 2.554 1.770 -0.412  0.2395
H31 3.723 3.618 1.736  0.1968
H32 4.504 2.166 1.092  0.2174
H33 4.217 3.561 0.045  0.2072
H34 1.248 4.181 0.956  0.2036
H35 1.817 4.117 -0.710  0.2019
H36 0.465 3.098 -0.182  0.2432
S1 -4.416 3.039 1.538  -0.2060
C25 -3.033 2.127 1.404  -0.5155
S2 -2.331 1.774 -0.165  -0.4408
S3 -2.213 1.462 2.797  -0.4569

Computed properties:
HOMO-LUMO gap	6.55	eV
charge	-1
spin multiplicity	1
energy relative to the best compared isomer or geometry (same formula, charge and spin)	0.55	kJ/mol

No. 6
The following is a DFT calculation (ωB97M-V/def2-TZVPD) of C25H36MgNO2 as an isolated structure at a distorted geometry.

Last column: natural (NBO) charge in e.
Positions of all 65 atoms, in Å:
O1 -2.880 -0.395 -1.086  -0.5230
C1 -3.990 0.157 -1.935  -0.0736
C2 -5.038 -0.755 -1.280  -0.4580
H1 -3.682 -0.149 -2.941  0.1616
H2 -4.180 1.223 -1.845  0.1973
C3 -3.747 -1.535 -0.775  0.2722
H3 -5.648 -1.336 -1.978  0.1916
H4 -5.626 -0.290 -0.447  0.2191
C4 -3.428 -2.726 -1.676  -0.6312
H5 -3.696 -2.514 -2.728  0.1900
H6 -3.961 -3.631 -1.348  0.2032
H7 -2.358 -2.917 -1.655  0.2143
C5 -3.703 -1.974 0.649  -0.6354
H8 -4.410 -1.419 1.246  0.2144
H9 -2.731 -1.831 1.093  0.2648
H10 -4.018 -3.019 0.680  0.1880
Mg1 2.023 -0.682 -0.148  1.7362
C6 -1.466 1.522 2.790  -0.3665
C7 -0.783 2.599 2.124  -0.3651
C8 -1.406 2.795 0.855  -0.3827
H11 0.092 3.164 2.506  0.1891
C9 -2.496 1.868 0.750  -0.3539
C10 -2.508 1.067 1.930  -0.3719
H12 -3.253 0.309 2.186  0.1673
H13 -1.283 1.165 3.818  0.1765
H14 -1.064 3.506 0.096  0.1716
H15 -3.194 1.767 -0.075  0.1628
C11 0.741 -1.438 2.998  -0.2719
C12 -0.370 -2.095 2.403  -0.2748
C13 0.095 -2.799 1.277  -0.3354
H16 -1.379 -2.056 2.835  0.2137
C14 1.517 -2.578 1.127  -0.6453
C15 1.901 -1.680 2.203  -0.4045
H17 2.925 -1.348 2.451  0.2228
H18 0.680 -0.895 3.929  0.2205
H19 -0.538 -3.488 0.684  0.1955
H20 2.188 -3.198 0.509  0.2105
O2 1.893 -0.851 -1.983  -0.7202
C16 1.225 -1.627 -3.122  -0.0631
C17 1.682 -0.961 -4.435  -0.4476
H21 0.154 -1.597 -2.899  0.2239
H22 1.531 -2.667 -2.945  0.2085
C18 2.462 0.316 -4.089  -0.4300
H23 0.843 -0.708 -5.090  0.2336
H24 2.344 -1.589 -5.032  0.2224
C19 2.519 0.328 -2.578  -0.0883
H25 1.918 1.214 -4.389  0.2247
H26 3.470 0.418 -4.511  0.2220
H27 1.891 1.155 -2.232  0.2228
H28 3.549 0.300 -2.225  0.1988
C20 1.870 1.261 3.729  -0.6539
C21 2.701 1.592 2.576  0.1169
C22 3.684 2.627 2.684  -0.3355
C23 4.097 2.917 1.391  -0.3506
C24 3.336 2.100 0.549  0.0401
C25 3.294 2.366 -0.875  -0.6257
N1 2.570 1.188 1.249  -0.7060
H29 1.908 2.142 4.394  0.2067
H30 2.277 0.418 4.306  0.1866
H31 0.812 1.121 3.475  0.2678
H32 3.923 3.113 3.628  0.1953
H33 4.800 3.614 0.940  0.1868
H34 2.259 2.379 -1.243  0.1921
H35 3.689 3.370 -1.125  0.2212
H36 3.975 1.668 -1.370  0.1612

Computed properties:
HOMO-LUMO gap	3.56	eV
charge	-1
spin multiplicity	1
energy relative to the best compared isomer or geometry (same formula, charge and spin)	236.33	kJ/mol